Molecular formula: C30H60O20S5
Method: DFT, wB97M-V/def2-TZVPD

Results
* HOMO level: -8.3 eV
* max |F|: 1.8 eV/A
* frontier orbital gap: 8.22 eV
* energy relative to the best compared isomer or geometry (same formula, charge and spin): 3.3 kcal per mole
* charge: 0

Last columns: bonded neighbours and bond lengths (Å).
Cartesian coordinates (Å):
1 C -6.274 2.010 -0.495  C2 1.522, H8 1.089, H9 1.090, H10 1.095
2 C -5.240 2.191 -1.597  C1 1.522, C3 1.535, O7 1.439, H11 1.087
3 C -4.130 3.149 -1.142  C2 1.535, O4 1.418, H12 1.084, H13 1.090
4 O -2.955 2.356 -1.202  C3 1.418, C5 1.323
5 C -3.211 1.099 -1.524  O4 1.323, O6 1.193, O7 1.356
6 O -2.364 0.282 -1.719  C5 1.193
7 O -4.536 0.948 -1.771  C2 1.439, C5 1.356
8 H -6.733 2.946 -0.178  C1 1.089
9 H -5.868 1.468 0.360  C1 1.090
10 H -7.074 1.351 -0.847  C1 1.095
11 H -5.740 2.499 -2.512  C2 1.087
12 H -4.251 3.536 -0.137  C3 1.084
13 H -3.986 3.927 -1.890  C3 1.090
14 C 1.777 -7.654 -3.918  C15 1.524, H21 1.087, H22 1.092, H23 1.089
15 C 2.755 -6.529 -3.601  C14 1.524, C16 1.506, O20 1.432, H24 1.096
16 C 3.349 -5.820 -4.790  C15 1.506, O17 1.439, H25 1.093, H26 1.090
17 O 3.352 -4.433 -4.407  C16 1.439, C18 1.335
18 C 2.689 -4.291 -3.258  O17 1.335, O19 1.196, O20 1.355
19 O 2.387 -3.236 -2.782  C18 1.196
20 O 2.204 -5.473 -2.807  C15 1.432, C18 1.355
21 H 0.975 -7.413 -4.612  C14 1.087
22 H 1.347 -7.896 -2.944  C14 1.092
23 H 2.317 -8.532 -4.271  C14 1.089
24 H 3.577 -6.911 -2.984  C15 1.096
25 H 2.769 -5.874 -5.714  C16 1.093
26 H 4.354 -6.169 -5.030  C16 1.090
27 C 1.151 6.103 1.170  C28 1.510, H34 1.091, H35 1.095, H36 1.088
28 C -0.281 5.672 1.383  C27 1.510, C29 1.541, O33 1.434, H37 1.089
29 C -1.140 6.745 2.078  C28 1.541, O30 1.424, H38 1.088, H39 1.092
30 O -2.272 6.895 1.228  C29 1.424, C31 1.359
31 C -2.092 6.196 0.077  O30 1.359, O32 1.189, O33 1.326
32 O -2.868 6.171 -0.823  C31 1.189
33 O -0.912 5.591 0.098  C28 1.434, C31 1.326
34 H 1.812 5.291 0.863  C27 1.091
35 H 1.583 6.428 2.122  C27 1.095
36 H 1.209 6.924 0.458  C27 1.088
37 H -0.298 4.733 1.934  C28 1.089
38 H -0.600 7.678 2.229  C29 1.088
39 H -1.536 6.349 3.016  C29 1.092
40 C -4.534 3.961 2.795  C41 1.535, H47 1.086, H48 1.090, H49 1.088
41 C -3.440 2.984 2.344  C40 1.535, C42 1.547, O46 1.429, H50 1.095
42 C -2.544 2.467 3.495  C41 1.547, O43 1.425, H51 1.091, H52 1.088
43 O -2.368 1.087 3.186  C42 1.425, C44 1.341
44 C -3.264 0.730 2.254  O43 1.341, O45 1.196, O46 1.340
45 O -3.355 -0.356 1.762  C44 1.196
46 O -4.046 1.764 1.914  C41 1.429, C44 1.340
47 H -4.063 4.878 3.138  C40 1.086
48 H -5.075 3.451 3.592  C40 1.090
49 H -5.201 4.086 1.945  C40 1.088
50 H -2.852 3.446 1.544  C41 1.095
51 H -3.046 2.560 4.459  C42 1.091
52 H -1.579 2.969 3.470  C42 1.088
53 C -3.083 -1.640 -4.782  C54 1.516, H60 1.090, H61 1.093, H62 1.090
54 C -2.096 -2.422 -3.938  C53 1.516, C55 1.505, O59 1.427, H63 1.095
55 C -2.613 -3.073 -2.684  C54 1.505, O56 1.430, H64 1.092, H65 1.086
56 O -2.196 -4.438 -2.776  C55 1.430, C57 1.355
57 C -1.547 -4.620 -3.952  O56 1.355, O58 1.192, O59 1.347
58 O -1.066 -5.664 -4.268  C57 1.192
59 O -1.560 -3.501 -4.702  C54 1.427, C57 1.347
60 H -2.488 -1.090 -5.511  C53 1.090
61 H -3.624 -0.887 -4.202  C53 1.093
62 H -3.875 -2.224 -5.250  C53 1.090
63 H -1.264 -1.777 -3.637  C54 1.095
64 H -3.703 -3.055 -2.732  C55 1.092
65 H -2.174 -2.578 -1.824  C55 1.086
66 C 4.068 1.403 3.552  S67 1.814, H70 1.091, H71 1.088, H72 1.088
67 S 3.024 2.312 4.724  C66 1.814, O68 1.496, C69 1.811
68 O 3.320 3.775 4.623  S67 1.496
69 C 1.457 2.044 3.856  S67 1.811, H73 1.092, H74 1.087, H75 1.095
70 H 3.938 1.797 2.543  C66 1.091
71 H 3.804 0.348 3.594  C66 1.088
72 H 5.099 1.549 3.866  C66 1.088
73 H 1.455 2.703 2.985  C69 1.092
74 H 0.579 2.144 4.489  C69 1.087
75 H 1.441 1.023 3.461  C69 1.095
76 C 5.311 -2.200 1.981  S77 1.832, H80 1.089, H81 1.087, H82 1.089
77 S 4.724 -3.810 1.334  C76 1.832, O78 1.485, C79 1.818
78 O 4.361 -4.580 2.551  S77 1.485
79 C 3.194 -3.186 0.574  S77 1.818, H83 1.092, H84 1.089, H85 1.093
80 H 5.323 -1.415 1.226  C76 1.089
81 H 6.319 -2.386 2.343  C76 1.087
82 H 4.620 -1.967 2.790  C76 1.089
83 H 3.453 -2.565 -0.287  C79 1.092
84 H 2.537 -2.665 1.268  C79 1.089
85 H 2.568 -3.966 0.133  C79 1.093
86 C 4.352 -0.244 -3.392  S87 1.804, H90 1.088, H91 1.092, H92 1.090
87 S 5.265 -0.437 -1.848  C86 1.804, O88 1.503, C89 1.821
88 O 6.477 -1.252 -2.200  S87 1.503
89 C 5.804 1.284 -1.599  S87 1.821, H93 1.092, H94 1.091, H95 1.088
90 H 5.002 0.137 -4.178  C86 1.088
91 H 3.481 0.406 -3.279  C86 1.092
92 H 3.953 -1.233 -3.617  C86 1.090
93 H 5.166 1.698 -0.815  C89 1.092
94 H 5.684 1.866 -2.515  C89 1.091
95 H 6.830 1.448 -1.278  C89 1.088
96 C 0.998 -0.666 -1.105  S97 1.817, H100 1.091, H101 1.089, H102 1.089
97 S 0.546 -0.178 0.587  C96 1.817, O98 1.495, C99 1.815
98 O 1.729 -0.468 1.453  S97 1.495
99 C 0.514 1.625 0.386  S97 1.815, H103 1.088, H104 1.092, H105 1.092
100 H 0.070 -0.888 -1.634  C96 1.091
101 H 1.556 -1.600 -1.067  C96 1.089
102 H 1.588 0.088 -1.622  C96 1.089
103 H -0.113 2.145 1.108  C99 1.088
104 H 0.174 1.840 -0.629  C99 1.092
105 H 1.530 2.016 0.471  C99 1.092
106 C -0.885 -1.969 3.201  S107 1.810, H110 1.091, H111 1.090, H112 1.086
107 S -1.671 -3.285 4.163  C106 1.810, O108 1.497, C109 1.800
108 O -1.022 -3.231 5.511  S107 1.497
109 C -3.295 -2.526 4.314  S107 1.800, H113 1.087, H114 1.095, H115 1.090
110 H 0.103 -2.328 2.908  C106 1.091
111 H -0.739 -1.142 3.896  C106 1.090
112 H -1.420 -1.719 2.290  C106 1.086
113 H -3.636 -2.088 3.379  C109 1.087
114 H -3.293 -1.729 5.064  C109 1.095
115 H -3.936 -3.298 4.740  C109 1.090

=====

Molecular formula: C30H61FN3O8
Method: DFT, wB97M-V/def2-TZVPD

Results
* HOMO level: -10.5 eV
* max |F|: 4.5 eV/A
* frontier orbital gap: 6.64 eV
* energy relative to the best compared isomer or geometry (same formula, charge and spin): 0.0 kcal per mole
* charge: +1

Last columns: bonded neighbours and bond lengths (Å).
Cartesian coordinates (Å):
1 C -4.290 -3.871 -3.136  C2 1.563, H25 1.103, H26 1.103, H27 1.103
2 C -2.732 -3.773 -3.202  C1 1.563, C3 1.572, H28 1.101, H29 1.105
3 C -2.332 -2.258 -3.078  C2 1.572, C4 1.559, H30 1.115, H31 1.107
4 C -0.818 -2.014 -3.353  C3 1.559, C5 1.547, H32 1.107, H33 1.114
5 C 0.143 -3.066 -2.751  C4 1.547, C6 1.554, H34 1.100, H35 1.110
6 C 0.272 -3.002 -1.204  C5 1.554, C7 1.561, H36 1.109, H37 1.108
7 C 1.151 -1.817 -0.692  C6 1.561, C8 1.544, H38 1.106, H39 1.107
8 C 0.402 -0.754 0.141  C7 1.544, N9 1.494, C18 1.553, H40 1.106
9 N -1.027 -0.660 -0.287  C8 1.494, C10 1.268, H41 1.025
10 C -1.925 -0.469 0.587  N9 1.268, C11 1.564, H42 1.093
11 C -1.163 -0.311 1.943  C10 1.564, C12 1.560, C18 1.560, H43 1.104
12 C -1.117 1.247 2.027  C11 1.560, O13 1.182, N14 1.445
13 O -1.169 1.872 1.026  C12 1.182
14 N -1.065 1.950 3.288  C12 1.445, C15 1.439, H44 1.031
15 C -0.850 3.341 2.989  N14 1.439, O16 1.136, F17 1.349
16 O 0.175 3.811 2.840  C15 1.136
17 F -1.939 4.123 2.840  C15 1.349
18 C 0.149 -1.097 1.633  C8 1.553, C11 1.560, C19 1.561, H45 1.113
19 C 1.352 -1.147 2.626  C18 1.561, C20 1.549, H46 1.109, H47 1.100
20 C 2.542 -0.218 2.282  C19 1.549, C21 1.548, H48 1.109, H49 1.108
21 C 2.418 1.227 2.826  C20 1.548, C22 1.574, H50 1.107, H51 1.101
22 C 2.868 1.401 4.324  C21 1.574, C23 1.537, H52 1.105, H53 1.108
23 C 1.734 1.681 5.325  C22 1.537, N24 1.478, H54 1.102, H55 1.114
24 N 0.714 0.613 5.390  C23 1.478, H56 1.019, H57 1.015
25 H -4.728 -2.940 -3.535  C1 1.103
26 H -4.588 -4.734 -3.756  C1 1.103
27 H -4.610 -4.020 -2.090  C1 1.103
28 H -2.299 -4.124 -4.151  C2 1.101
29 H -2.282 -4.251 -2.312  C2 1.105
30 H -2.670 -1.951 -2.061  C3 1.115
31 H -2.917 -1.637 -3.783  C3 1.107
32 H -0.702 -1.959 -4.452  C4 1.107
33 H -0.495 -1.013 -2.986  C4 1.114
34 H -0.083 -4.090 -3.084  C5 1.100
35 H 1.153 -2.835 -3.150  C5 1.110
36 H -0.704 -3.094 -0.685  C6 1.109
37 H 0.812 -3.926 -0.919  C6 1.108
38 H 1.968 -2.222 -0.067  C7 1.106
39 H 1.666 -1.361 -1.558  C7 1.107
40 H 0.816 0.263 0.003  C8 1.106
41 H -1.393 -0.736 -1.241  N9 1.025
42 H -3.000 -0.380 0.410  C10 1.093
43 H -1.623 -0.797 2.820  C11 1.104
44 H -2.036 1.931 3.634  N14 1.031
45 H -0.155 -2.167 1.586  C18 1.113
46 H 1.747 -2.181 2.557  C19 1.109
47 H 0.986 -1.041 3.658  C19 1.100
48 H 3.455 -0.645 2.744  C20 1.109
49 H 2.772 -0.193 1.199  C20 1.108
50 H 3.079 1.861 2.204  C21 1.107
51 H 1.410 1.661 2.734  C21 1.101
52 H 3.526 0.576 4.651  C22 1.105
53 H 3.502 2.309 4.329  C22 1.108
54 H 1.217 2.640 5.158  C23 1.102
55 H 2.216 1.733 6.328  C23 1.114
56 H 1.181 -0.259 5.639  N24 1.019
57 H -0.005 0.802 6.080  N24 1.015
58 C 1.942 6.312 4.180  O59 1.411, H67 1.096, H68 1.089, H69 1.096
59 O 2.858 6.201 5.248  C58 1.411, C60 1.420
60 C 4.097 6.832 4.960  O59 1.420, C61 1.516, H70 1.096, H71 1.099
61 C 4.876 7.085 6.236  C60 1.516, O62 1.422, H72 1.093, H73 1.091
62 O 4.440 8.241 6.942  C61 1.422, C63 1.424
63 C 3.210 8.120 7.650  O62 1.424, C64 1.517, H74 1.091, H75 1.092
64 C 3.327 7.303 8.922  C63 1.517, O65 1.421, H76 1.098, H77 1.096
65 O 3.294 5.913 8.629  C64 1.421, C66 1.411
66 C 3.806 5.136 9.690  O65 1.411, H78 1.096, H79 1.090, H80 1.095
67 H 2.344 5.840 3.277  C58 1.096
68 H 1.024 5.802 4.467  C58 1.089
69 H 1.708 7.364 3.981  C58 1.096
70 H 3.926 7.783 4.443  C60 1.096
71 H 4.674 6.162 4.307  C60 1.099
72 H 5.912 7.293 5.959  C61 1.093
73 H 4.885 6.207 6.883  C61 1.091
74 H 2.416 7.745 7.002  C63 1.091
75 H 2.944 9.141 7.932  C63 1.092
76 H 2.478 7.530 9.581  C64 1.098
77 H 4.261 7.560 9.434  C64 1.096
78 H 4.858 5.380 9.874  C66 1.096
79 H 3.741 4.087 9.402  C66 1.090
80 H 3.222 5.291 10.604  C66 1.095
81 C -0.870 -2.621 -8.343  O82 1.410, H90 1.097, H91 1.089, H92 1.097
82 O -1.536 -3.861 -8.430  C81 1.410, C83 1.416
83 C -1.773 -4.430 -7.155  O82 1.416, C84 1.516, H93 1.099, H94 1.099
84 C -2.848 -5.498 -7.235  C83 1.516, O85 1.423, H95 1.094, H96 1.091
85 O -4.168 -4.967 -7.252  C84 1.423, C86 1.427
86 C -4.589 -4.369 -8.477  O85 1.427, C87 1.516, H97 1.091, H98 1.092
87 C -4.905 -5.381 -9.560  C86 1.516, O88 1.419, H99 1.098, H100 1.097
88 O -3.712 -5.827 -10.185  C87 1.419, C89 1.413
89 C -3.900 -7.039 -10.887  O88 1.413, H101 1.096, H102 1.089, H103 1.095
90 H 0.104 -2.737 -7.852  C81 1.097
91 H -0.715 -2.249 -9.354  C81 1.089
92 H -1.481 -1.893 -7.795  C81 1.097
93 H -2.087 -3.652 -6.445  C83 1.099
94 H -0.833 -4.882 -6.808  C83 1.099
95 H -2.793 -6.097 -6.321  C84 1.094
96 H -2.682 -6.174 -8.074  C84 1.091
97 H -3.871 -3.623 -8.820  C86 1.091
98 H -5.514 -3.841 -8.232  C86 1.092
99 H -5.535 -4.911 -10.327  C87 1.098
100 H -5.443 -6.229 -9.120  C87 1.097
101 H -4.197 -7.839 -10.200  C89 1.096
102 H -2.952 -7.313 -11.346  C89 1.089
103 H -4.654 -6.922 -11.672  C89 1.095

=====

Record-wise E_tot values, in eV: -127206.42058; -55656.54823